A molecular structure, C31H30O17V2 in a non-equilibrium geometry, computed with the ωB97M-V functional and the def2-TZVPD basis.

Output
Orbital gap = 3.04 eV
DFT total energy = -118803.055 eV
Relative energy (zero: lowest compared OMol25 entry of this formula, charge and spin) = 12.710 eV
Total charge = 0

```
80
Properties=species:S:1:pos:R:3:forces:R:3:mulliken_charge:R:1
O -4.856390 2.167540 1.630719 3.26 -0.42 0.75 -0.6013
V -3.287190 1.893540 1.906829 -1.43 1.08 0.82 1.8190
O -2.793740 2.724030 3.189319 -1.14 -1.49 -2.44 -0.5915
O -2.545990 -1.035290 -4.977011 -0.11 -0.59 -0.60 -0.5967
V -2.879600 -2.211020 -4.008521 1.13 -0.96 1.81 1.7538
O -2.797270 -3.709250 -4.581641 -0.12 2.11 0.07 -0.6502
C -0.986480 -0.598300 -0.669581 -0.31 -0.20 0.59 0.7812
O -2.202970 -0.427570 -0.770071 -5.79 1.00 -0.74 -0.6485
O -0.534570 -1.482070 -1.404261 2.02 -2.00 -2.20 -0.6257
O -0.438920 0.074260 0.195389 2.49 1.43 1.95 -0.6510
C -6.096550 -2.864190 4.779679 -0.01 0.87 0.42 -0.5725
C -7.241180 -3.156010 5.477949 -0.43 1.00 0.77 -0.3560
C -7.633260 -2.339410 6.575059 0.60 -0.34 -0.42 0.6555
C -6.805830 -1.269710 7.063769 -0.20 -0.97 -1.92 -0.5894
C -5.605580 -1.037420 6.374139 -1.32 -1.03 -1.16 -0.4153
C -5.384960 -1.738360 5.157819 1.51 -0.66 1.64 0.3816
O -4.263350 -1.404570 4.456069 1.01 1.43 -0.75 -0.5106
O -8.795860 -2.626080 7.214299 -0.42 0.89 0.98 -0.5229
H -5.740440 -3.497830 3.980869 -0.11 0.16 -0.26 0.3515
H -7.882540 -3.909210 5.044659 -0.27 -0.28 0.55 0.2482
H -7.104900 -0.477150 7.733689 -0.35 -0.67 0.68 0.3612
H -4.895410 -0.328510 6.773529 0.02 0.22 -0.43 0.3856
H -3.610040 -2.080570 4.261619 -0.44 -0.48 0.26 0.2939
H -9.325520 -3.348800 6.869719 0.47 -0.06 -0.46 0.2962
C 5.047430 1.314450 3.335709 0.88 1.60 -1.90 -0.1151
C 6.239680 2.011440 3.567879 -0.74 -0.88 1.90 -0.9085
C 6.800950 1.920400 4.862449 0.56 -0.43 -1.35 0.9524
C 6.212250 1.183440 5.894449 -0.82 0.25 -2.09 -0.8238
C 5.012140 0.573730 5.533259 -0.60 -0.90 1.40 -0.1588
C 4.387730 0.611980 4.284579 0.04 0.49 0.97 0.1255
O 3.128500 0.097470 4.108579 0.21 -0.58 0.74 -0.5240
O 8.055620 2.406400 5.053089 0.71 0.56 0.76 -0.5565
H 4.643550 1.453810 2.343809 -0.35 -0.23 -0.18 0.3201
H 6.664000 2.638220 2.797489 0.21 -0.11 0.01 0.3574
H 6.671950 1.059270 6.863809 -0.03 0.05 -0.07 0.4054
H 4.536480 -0.008140 6.308869 -0.30 -0.10 0.08 0.3384
H 2.704020 0.363280 3.289579 0.39 0.17 -0.21 0.2802
H 8.550010 2.413450 4.230199 -0.16 0.09 -0.08 0.3082
C 2.274100 -6.919270 -0.278271 -1.22 -0.63 2.63 -0.2868
C 2.256330 -8.101180 0.543969 0.40 1.53 -2.24 -0.7212
C 2.447320 -9.296370 -0.137341 0.32 0.50 0.13 0.8921
C 2.514260 -9.371440 -1.532171 0.07 2.64 -0.40 -0.5917
C 2.504290 -8.136820 -2.253511 -0.45 -2.82 -0.69 -0.3954
C 2.288610 -6.956890 -1.632731 0.77 2.17 -0.86 0.2529
O 2.292680 -5.767830 -2.417501 0.09 -1.58 0.30 -0.5344
O 2.689370 -10.408970 0.608109 -0.62 -0.48 -0.41 -0.5061
H 2.124820 -5.928130 0.123929 0.11 0.01 0.63 0.2790
H 2.156200 -8.096660 1.619309 0.14 0.16 -0.04 0.3924
H 2.599450 -10.292860 -2.089061 0.19 -0.18 0.17 0.2754
H 2.597140 -8.136960 -3.329511 -0.03 -0.14 -0.12 0.3750
H 1.863660 -5.027660 -1.981971 -0.07 -0.13 0.38 0.2935
H 2.576210 -11.068810 -0.079931 0.26 -1.02 0.53 0.2760
C 2.418180 3.011320 -4.256641 -1.60 1.20 -1.71 -0.4120
C 2.391640 4.084810 -5.145601 0.62 -1.09 0.88 -0.5887
C 3.608890 4.595630 -5.570361 -2.80 -0.16 0.72 0.6169
C 4.768790 4.033640 -5.206881 2.27 -2.22 0.74 -0.4279
C 4.814600 2.856700 -4.395801 -1.48 1.36 0.27 -0.6195
C 3.591550 2.447860 -3.844691 1.00 -1.07 -0.08 0.4683
O 3.560140 1.365070 -2.995351 0.49 0.19 -0.09 -0.5152
O 3.606120 5.731110 -6.246401 1.01 2.32 -1.73 -0.5340
H 1.428750 2.597900 -4.128101 0.08 -0.46 0.90 0.3528
H 1.443590 4.479500 -5.479991 -0.02 0.15 -0.06 0.3005
H 5.646760 4.483460 -5.646471 0.34 -0.16 0.19 0.3760
H 5.687800 2.309600 -4.072371 0.29 0.29 -0.27 0.4036
H 2.670810 1.276680 -2.644801 -0.12 -0.11 0.05 0.2718
H 2.804120 5.904530 -6.744721 -0.13 -0.27 0.21 0.3059
C -2.846770 6.797960 -4.389411 -0.20 1.29 -1.31 -0.3884
C -2.491460 6.405940 -3.132901 -0.80 -1.66 -0.94 -0.5261
C -2.885940 5.088370 -2.744621 -0.05 2.50 -0.48 0.7727
C -3.758340 4.329260 -3.552611 0.76 0.76 1.24 -0.9084
C -4.184760 4.872730 -4.748721 0.25 -0.01 -0.64 -0.1943
C -3.706690 6.090450 -5.202371 0.05 -0.53 -0.63 0.2641
O -4.021600 6.537510 -6.500661 0.16 -0.20 1.49 -0.5275
O -2.483500 4.719380 -1.520901 -0.17 -1.74 1.31 -0.4674
H -2.462880 7.730300 -4.776411 -0.08 0.25 -0.01 0.3831
H -1.958510 7.174680 -2.593111 0.34 -0.63 0.73 0.2875
H -4.143340 3.382860 -3.202581 0.16 -0.09 0.03 0.4284
H -4.802250 4.298020 -5.423121 -0.25 -0.19 0.08 0.2889
H -4.893310 6.160030 -6.639311 -0.16 0.10 -0.54 0.2994
H -1.932640 5.387320 -1.106171 0.01 0.11 -0.27 0.2918
```
Positions in Å, forces in eV/Å.

A molecular structure, C31H31BBrCl5N5OS2SbTc, computed with the ωB97M-V functional and the def2-TZVPD basis.

Output
Multiplicity = 4
Orbital gap (alpha / beta) = 7.99 / 7.02 eV
DFT total energy = -205887.645 eV
Relative energy (zero: lowest compared OMol25 entry of this formula, charge and spin) = 0.000 eV
<S²> = 3.7956
Total charge = 0

```
79
Properties=species:S:1:pos:R:3:forces:R:3:mulliken_spin:R:1
Tc -0.020016 0.820628 -0.424632 -0.11 0.04 0.02 2.9377
Cl 3.148175 7.344736 0.307765 0.00 0.00 0.01 0.0016
C 2.359860 5.907311 -0.210457 0.00 -0.02 -0.05 0.0138
C 1.659781 5.121067 0.699525 0.00 0.00 0.03 -0.0052
Cl 1.571405 5.578475 2.354761 0.00 -0.01 -0.01 -0.0003
C 1.034199 3.960100 0.270822 -0.05 0.01 -0.01 0.0074
Cl 0.148815 2.975916 1.402496 0.06 0.03 -0.04 0.0092
C 1.076639 3.535406 -1.062972 0.03 -0.02 0.04 0.0073
O 0.493594 2.444600 -1.484750 -0.09 0.03 -0.05 0.0599
C 1.783688 4.348194 -1.964881 0.02 -0.01 -0.02 0.0102
Cl 1.847928 3.835193 -3.609313 -0.01 0.02 0.01 0.0015
C 2.415226 5.511970 -1.548861 0.00 0.00 0.04 -0.0056
Cl 3.279225 6.467132 -2.686470 0.00 0.00 0.00 -0.0007
C 4.160866 1.404088 -2.100385 0.03 0.01 -0.01 0.0011
N 3.817094 0.051006 -1.702800 -0.04 -0.01 -0.01 0.0079
C 4.209739 -1.089073 -2.369632 0.03 0.00 0.00 0.0077
C 3.688006 -2.131514 -1.688672 0.02 -0.01 0.02 0.0023
N 2.981796 -1.640949 -0.613593 -0.06 0.01 -0.02 0.0118
B 2.344374 -2.541142 0.498299 0.02 -0.02 0.04 -0.0119
N 0.918595 -3.051161 0.061277 -0.01 -0.01 -0.03 -0.0024
C 0.703645 -4.286505 -0.506190 0.02 0.00 0.01 -0.0002
C -0.628315 -4.505931 -0.569667 -0.02 0.01 0.00 0.0003
N -1.233057 -3.388241 -0.041991 0.02 0.00 0.01 0.0060
C -2.667643 -3.209478 0.112315 -0.01 -0.01 0.01 -0.0106
C -0.274355 -2.508232 0.324078 -0.02 -0.03 0.00 0.0292
S -0.638407 -0.993483 1.081270 -0.03 0.07 -0.04 0.0184
C 3.057020 -0.302698 -0.640666 0.09 -0.02 0.01 0.0322
S 2.363057 0.810644 0.479864 0.01 -0.03 0.00 0.0149
H 3.906030 1.558216 -3.147908 0.00 -0.01 0.01 -0.0001
H 5.225778 1.580506 -1.953878 0.00 -0.01 0.01 -0.0004
H 3.594248 2.097736 -1.484967 -0.01 0.00 0.01 -0.0021
H 4.826208 -1.050566 -3.249834 0.00 0.00 0.00 0.0004
H 3.781149 -3.188575 -1.860755 -0.01 0.00 -0.01 0.0010
H 3.033644 -3.528270 0.582135 -0.01 0.01 0.00 0.0001
H 2.243495 -1.920348 1.515372 0.01 -0.01 -0.02 0.0041
H 1.525745 -4.918880 -0.787965 0.00 0.00 0.00 0.0003
H -1.196636 -5.346034 -0.926470 0.00 0.00 0.00 -0.0005
H -3.174709 -3.608683 -0.764260 0.01 0.00 0.00 -0.0003
H -2.884318 -2.149022 0.211229 0.01 0.00 0.00 0.0065
H -3.021509 -3.725586 1.004182 0.00 0.00 0.00 0.0005
C -2.040056 1.490081 -0.771854 0.04 -0.04 0.08 0.0282
C -3.211867 0.648493 -0.419710 0.01 0.01 -0.04 -0.0326
C -3.610205 0.477161 0.911260 0.01 0.06 0.00 -0.0122
C -4.709422 -0.290188 1.237609 -0.02 -0.03 0.02 0.0041
C -5.442482 -0.922210 0.230523 0.01 -0.01 -0.01 -0.0090
C -5.066210 -0.760649 -1.099849 0.00 0.02 -0.02 0.0067
C -3.965835 0.019882 -1.413560 0.02 -0.04 0.02 -0.0151
C -6.569904 -1.747266 0.567312 0.01 0.02 0.03 0.0013
N -7.462371 -2.416151 0.846945 0.01 -0.01 -0.02 -0.0033
H -2.064204 2.425018 -0.204893 0.01 -0.01 0.01 -0.0085
H -2.047003 1.748808 -1.831661 0.02 0.01 0.00 0.0225
H -3.036748 0.950564 1.701226 -0.02 0.00 -0.01 -0.0027
H -5.006832 -0.413850 2.270762 0.01 0.01 0.00 0.0000
H -5.641968 -1.239464 -1.881100 0.00 0.00 0.00 0.0000
H -3.682734 0.152196 -2.450737 -0.01 0.00 -0.02 -0.0004
C -1.474151 0.840324 6.086931 0.00 -0.01 -0.02 0.0000
Sb -0.378688 0.906775 4.237886 -0.03 -0.07 0.07 0.0060
C 0.446553 -1.060849 4.417204 0.02 0.00 0.00 0.0020
C 1.333275 1.914231 5.048603 0.01 0.03 -0.06 0.0000
H -0.839613 0.469677 6.891517 0.02 0.00 -0.01 0.0000
H -2.335169 0.181009 5.980030 0.00 0.01 0.00 0.0001
H -1.831456 1.837476 6.340937 0.00 0.00 0.01 0.0000
H 0.920642 -1.184540 5.390857 -0.01 0.01 0.00 0.0003
H 1.177231 -1.215949 3.623882 0.00 0.00 0.02 0.0002
H -0.347235 -1.798428 4.300947 0.00 -0.01 0.00 -0.0005
H 1.623667 1.463074 5.996763 -0.01 -0.01 0.00 0.0000
H 1.108682 2.969176 5.202327 0.01 0.00 0.01 0.0002
H 2.160730 1.835135 4.343454 0.00 0.01 0.00 -0.0001
Br 0.298290 -2.943905 -5.965969 0.00 0.00 0.00 0.0044
C 0.142363 -1.854939 -4.425027 0.00 0.00 0.01 0.0507
C 1.037614 -0.817950 -4.229667 -0.01 -0.01 0.00 -0.0276
C 0.928151 -0.036193 -3.088438 0.02 0.05 0.02 0.0326
C -0.049099 -0.296897 -2.126004 0.00 -0.04 0.00 -0.1933
C -0.969328 -1.313789 -2.380064 0.00 0.02 -0.01 -0.0194
C -0.877895 -2.098382 -3.518808 0.01 -0.01 -0.01 -0.0274
H 1.803806 -0.615271 -4.965925 0.00 0.00 0.00 -0.0004
H 1.596519 0.804761 -2.960135 0.00 -0.01 -0.01 0.0404
H -1.783443 -1.487320 -1.691909 -0.01 0.00 0.01 0.0010
H -1.593666 -2.888206 -3.705086 0.00 0.00 0.00 -0.0011
```
Positions in Å, forces in eV/Å.

A molecular structure, C31H31BN5O2Se4Ti in a non-equilibrium geometry, computed with the ωB97M-V functional and the def2-TZVPD basis.

Output
Orbital gap = 5.37 eV
DFT total energy = -329369.290 eV
Relative energy (zero: lowest compared OMol25 entry of this formula, charge and spin) = 0.655 eV
Total charge = +1

```
75
Properties=species:S:1:pos:R:3:forces:R:3:mulliken_charge:R:1
Ti 1.198660 -0.568756 -0.720223 2.77 -2.33 1.89 -1.2166
C -0.966890 -0.232010 4.739158 -0.02 -0.01 -0.04 -1.0806
Se -0.341883 1.021745 3.387092 -0.14 0.00 0.07 0.3255
C -1.804550 2.304600 3.592269 0.03 0.04 -0.04 -0.9588
C -3.106125 1.926396 2.903553 0.01 -0.06 -0.01 -0.6965
Se -3.033698 2.191282 0.965084 0.14 0.04 0.04 0.2421
C -4.938313 1.949707 0.668841 0.02 -0.01 0.01 -1.1050
H -0.930763 0.220132 5.726849 0.02 0.02 0.00 0.3686
H -0.299121 -1.090476 4.706688 0.00 0.00 -0.01 0.2985
H -1.981566 -0.561279 4.519991 0.02 0.00 0.00 0.3183
H -1.429801 3.256808 3.214886 -0.01 0.00 0.01 0.3701
H -1.971241 2.419850 4.664125 0.02 0.00 -0.02 0.4823
H -3.915821 2.559595 3.271366 0.02 -0.01 -0.02 0.5189
H -3.371275 0.884689 3.098184 0.00 0.04 0.03 0.2667
H -5.498344 2.727700 1.181885 0.00 -0.01 0.00 0.3456
H -5.254158 0.968856 1.019708 0.00 -0.01 -0.01 0.3016
H -5.116854 2.026070 -0.401021 0.00 0.00 -0.01 0.3390
C 2.363567 1.322125 -5.969006 0.01 0.00 0.03 -0.5181
C 2.883775 1.535845 -4.700391 -0.02 -0.03 0.10 -1.3115
C 2.229971 1.029852 -3.590832 0.07 0.10 -0.04 0.1583
C 1.045463 0.326813 -3.765039 -0.04 -0.06 0.03 0.3189
C 0.511415 0.110772 -5.029676 0.07 0.03 -0.10 -0.6780
C 1.182919 0.610763 -6.131935 -0.07 -0.05 0.04 -0.7109
N 0.386795 -0.162136 -2.597359 -1.31 0.15 -0.50 2.3396
N -0.828552 -0.463026 -2.745048 0.51 0.22 -0.19 -1.0197
C -1.518233 -0.827521 -1.585608 -0.17 0.12 0.01 -0.1194
C -2.850505 -1.176835 -1.729462 0.18 0.03 0.20 -0.4812
C -3.554234 -1.511992 -0.583384 0.09 -0.03 0.14 -0.6059
C -2.902692 -1.461495 0.638747 -0.07 -0.04 -0.16 -1.0334
C -1.569852 -1.080224 0.698892 0.01 -0.01 -0.01 -0.6722
N -0.880299 -0.777145 -0.399749 -0.62 0.27 -0.28 0.7624
H 2.881975 1.707127 -6.834850 0.03 0.03 -0.05 0.4349
H 3.801993 2.091125 -4.573192 0.02 0.02 0.00 0.4548
H 2.625803 1.212510 -2.598414 -0.04 -0.03 -0.10 0.4942
H -0.406246 -0.445869 -5.146376 0.00 -0.01 0.01 0.4486
H 0.783450 0.442579 -7.121161 -0.01 -0.01 -0.04 0.4190
H -3.294295 -1.178722 -2.712048 0.00 0.00 -0.07 0.6272
H -4.592834 -1.801915 -0.646559 -0.05 -0.01 0.02 0.4973
H -3.414229 -1.715281 1.555228 -0.03 0.02 0.04 0.5109
H -1.024238 -1.014826 1.629445 -0.03 0.00 0.02 0.6485
Se 1.623270 -1.755581 1.893920 -0.23 0.51 -0.52 -0.1186
Se 3.190760 -1.801311 -2.104588 -0.44 0.32 0.16 -0.0127
C 3.998942 -0.634869 -0.869773 0.27 0.08 -0.06 0.2243
C 5.375800 -0.454968 -0.710035 -0.15 -0.08 -0.03 -0.9076
C 5.821129 0.421940 0.251949 -0.07 0.04 0.03 -0.2893
C 4.899223 1.106509 1.048545 -0.05 -0.05 -0.01 -1.0350
C 3.560987 0.888701 0.838517 0.08 0.11 0.22 -0.4327
N 3.126948 0.040985 -0.109832 -0.01 0.61 -0.28 0.5389
C 1.099628 -3.151500 0.759492 0.00 -0.13 0.17 0.3519
C 0.984930 -4.502466 1.110686 0.01 0.11 0.07 -0.9759
C 0.509579 -5.393854 0.180583 -0.03 0.02 -0.15 -0.2225
C 0.159103 -4.941335 -1.097621 0.04 0.05 0.05 -1.0488
C 0.331464 -3.608301 -1.380160 0.07 -0.22 -0.10 -0.3862
N 0.805821 -2.743661 -0.472493 -0.61 -0.03 -0.43 0.6121
H 6.056130 -1.011971 -1.337644 0.01 0.00 0.00 0.4967
H 6.881315 0.577986 0.393196 0.05 0.00 0.01 0.4259
H 5.218511 1.786724 1.822317 0.01 0.03 0.03 0.4839
H 2.795497 1.365469 1.438015 0.06 0.02 -0.04 0.6843
H 1.259992 -4.810435 2.109530 -0.01 -0.01 -0.01 0.5059
H 0.405366 -6.440005 0.433077 0.00 -0.03 0.01 0.4141
H -0.215864 -5.615308 -1.852238 -0.01 -0.02 -0.02 0.4761
H 0.124825 -3.207984 -2.368828 -0.02 -0.03 0.05 0.5001
O 0.672972 2.457044 -1.491147 -0.22 -0.02 -0.05 -0.4246
B 0.727700 1.607512 -0.388708 0.01 0.38 -0.20 1.7419
O 0.781110 2.360334 0.778724 -0.08 -0.18 0.07 -0.1537
C 0.766276 3.684370 0.386327 -0.03 0.05 -0.09 0.4696
C 0.822401 4.816102 1.168913 -0.04 -0.09 -0.05 -0.9551
C 0.787311 6.031092 0.491052 0.01 0.02 0.00 -0.7079
C 0.705044 6.089927 -0.897028 0.00 0.01 -0.01 -0.6187
C 0.656382 4.937257 -1.676035 -0.02 -0.08 0.06 -1.1013
C 0.690107 3.741748 -0.993345 0.02 0.15 0.13 0.3832
H 0.888925 4.760749 2.245733 0.01 -0.01 0.04 0.5595
H 0.827138 6.951044 1.057037 0.00 0.02 0.01 0.4355
H 0.679589 7.054694 -1.383025 0.00 0.03 -0.01 0.4407
H 0.591515 4.973827 -2.753470 0.01 0.00 -0.04 0.5618
```
Positions in Å, forces in eV/Å.